Entry 1:
Here is C23H32KNO9 as an isolated structure in a non-equilibrium geometry from the Open Molecules 2025 dataset. Energies are from ωB97M-V/def2-TZVPD.

**HOMO energy**: -0.0146 hartree
**Net charge**: -2
**Kohn-Sham gap**: 0.1463 hartree

Each line ends with the Löwdin charge.
Cartesian coordinates (Å):
K 0.30 -0.86 -0.89  0.796
C 2.41 0.63 2.30  -0.043
C 0.97 0.98 2.73  -0.527
C 1.00 1.41 4.22  -0.155
C 1.44 2.85 4.38  -0.206
C 0.59 3.77 3.51  -0.156
C 0.64 3.39 2.02  -0.546
N 0.28 1.98 1.94  -0.195
O 0.06 1.58 0.61  -0.320
C 2.01 3.80 1.46  -0.030
C -0.45 4.18 1.36  -0.066
C 0.14 -0.31 2.68  -0.037
H 2.43 0.47 1.22  0.067
H 2.69 -0.34 2.71  0.076
H 3.12 1.39 2.60  0.050
H 1.67 0.72 4.75  0.110
H 0.00 1.28 4.65  0.116
H 2.52 2.94 4.17  0.097
H 1.40 3.19 5.42  0.100
H 1.04 4.77 3.63  0.107
H -0.42 3.88 3.91  0.113
H 2.82 3.21 1.88  0.052
H 2.24 4.86 1.61  0.074
H 1.98 3.64 0.38  0.048
H -0.50 4.06 0.27  0.067
H -0.35 5.27 1.49  0.076
H -1.42 3.91 1.77  0.088
H 0.37 -0.96 3.53  0.081
H 0.24 -0.81 1.73  0.028
H -0.93 -0.08 2.78  0.098
C -4.18 -2.54 -2.83  -0.037
C -3.04 -2.25 -2.07  -0.399
C -3.19 -2.10 -0.54  -0.401
O -2.20 -1.89 0.19  -0.104
C -4.50 -2.15 -0.02  -0.030
C -5.67 -2.35 -0.78  -0.413
C -5.49 -2.58 -2.31  -0.412
O -6.50 -2.74 -3.02  -0.046
O -6.82 -2.33 -0.33  -0.051
O -1.93 -2.01 -2.64  -0.122
H -4.06 -2.70 -3.89  0.086
H -4.65 -2.00 1.04  0.089
O 0.72 -3.58 0.03  0.089
C 0.60 -4.50 -0.72  -0.471
O 1.15 -5.72 -0.46  0.006
C 1.04 -6.59 -1.62  -0.149
C 0.42 -5.73 -2.73  -0.147
C -0.18 -4.52 -2.01  -0.054
H 0.45 -7.45 -1.30  0.115
H 2.07 -6.89 -1.85  0.110
H -0.21 -6.28 -3.43  0.110
H 1.25 -5.39 -3.36  0.108
H -1.23 -4.68 -1.79  0.143
H -0.04 -3.59 -2.55  0.111
O 0.47 0.10 -3.93  0.131
C 0.94 1.05 -3.40  -0.511
O 1.91 0.95 -2.45  -0.040
C 2.28 2.25 -1.98  -0.160
C 1.94 3.19 -3.13  -0.148
C 0.66 2.53 -3.66  -0.060
H 3.33 2.23 -1.72  0.127
H 1.68 2.46 -1.09  0.086
H 2.69 3.26 -3.92  0.109
H 1.76 4.19 -2.74  0.111
H 0.46 2.65 -4.72  0.121
H -0.20 2.86 -3.08  0.138



Entry 2:
Here is one molecule with the formula C10H11NO2 in a non-equilibrium geometry from the Open Molecules 2025 dataset. Energies are from ωB97M-V/def2-TZVPD.

**HOMO energy**: -0.3246 hartree
**SMILES string**: C=C(C)[C@@H]1C(=O)N[C@H]1c1ccco1
**Kohn-Sham gap**: 0.3536 hartree

Each line ends with the Löwdin charge.
Cartesian coordinates (Å):
C -3.51 0.95 -0.02  -0.023
C -2.35 0.77 -0.88  0.004
C -3.41 -0.06 0.89  -0.145
C -1.65 -0.27 -0.39  -0.240
C 1.20 -2.01 -0.07  -0.445
C 3.02 0.09 -0.55  0.058
C 1.94 0.43 0.12  -0.339
C -0.32 -0.67 -0.73  -0.167
C 0.85 -0.57 0.33  -0.113
C 1.91 1.70 0.94  -0.072
N 0.05 -2.08 -0.82  0.179
O 2.10 -2.77 0.17  0.094
O -2.28 -0.68 0.75  0.064
H -4.36 1.43 -0.30  0.070
H -1.99 1.41 -1.59  0.086
H -4.00 -0.33 1.76  0.135
H 4.04 0.70 -0.65  0.125
H 3.07 -0.78 -1.11  0.032
H -0.01 -0.04 -1.52  0.145
H 0.40 -0.61 1.37  0.181
H 2.43 1.46 1.97  0.117
H 2.34 2.68 0.61  0.083
H 0.87 1.95 1.19  0.063
H -0.31 -2.67 -1.47  0.109



Entry 3:
Here is a 3-piece molecular cluster, C4H12NO2 overall in a non-equilibrium geometry from the Open Molecules 2025 dataset. Energies are from ωB97M-V/def2-TZVPD.

**HOMO energy (alpha / beta)**: -0.7192 / -0.7314 hartree
**Spin multiplicity**: 2
**Net charge**: +2
**Kohn-Sham gap (alpha / beta)**: 0.2253 / 0.2375 hartree

Each line ends with the Löwdin charge.
Cartesian coordinates (Å):
O 0.60 -0.67 0.80  0.166
C 0.48 -1.67 1.45  -0.187
C 0.06 -2.97 0.92  0.466
N -0.45 1.42 -1.57  0.309
C 0.82 2.00 -1.33  -0.204
C 1.01 2.45 0.11  -0.053
H 0.64 -1.59 2.53  0.164
H -0.18 -3.77 1.63  0.153
H 0.13 -3.23 -0.14  0.148
H -0.92 0.92 -0.82  0.137
H -0.65 0.99 -2.48  0.172
H 0.78 2.91 -1.96  0.170
H 1.59 1.29 -1.67  0.170
H 0.47 1.90 0.87  0.070
H 0.93 3.54 0.16  0.100
H 2.04 2.30 0.45  0.100
H -1.72 -2.19 0.12  -0.012
H -3.20 -2.07 0.62  0.100
O -2.43 -1.56 0.31  0.032



Entry 4:
Here is a 2-piece molecular cluster, C12H20OS overall in a non-equilibrium geometry from the Open Molecules 2025 dataset. Energies are from ωB97M-V/def2-TZVPD.

**HOMO energy**: -0.3206 hartree
**Kohn-Sham gap**: 0.3247 hartree

Each line ends with the Löwdin charge.
Cartesian coordinates (Å):
C 2.50 -0.12 1.12  -0.080
C 2.86 1.15 1.27  -0.170
C 1.64 -0.33 -0.05  -0.306
C 1.42 0.75 -0.78  -0.162
C 0.07 -1.77 1.02  -0.017
C 2.03 -2.77 -0.22  -0.033
C 0.20 -1.70 -1.55  -0.006
C -2.70 1.46 -0.56  -0.071
C -1.07 3.38 -0.97  0.050
C -1.38 2.36 1.28  -0.086
C 1.03 -1.66 -0.21  -0.504
C -1.67 2.51 -0.15  -0.404
O 3.38 2.71 -0.72  -0.518
S 2.19 2.20 -0.05  0.920
H 2.78 -1.03 1.82  0.165
H 3.44 1.54 1.94  0.024
H -0.71 -2.51 0.67  0.112
H 0.65 -2.15 1.79  0.047
H -0.39 -0.89 1.50  0.082
H 2.82 -2.58 -0.80  0.062
H 1.67 -3.65 -0.57  0.065
H 2.46 -3.14 0.65  0.072
H -0.12 -2.63 -1.85  0.062
H 0.91 -1.43 -2.27  0.078
H -0.61 -1.13 -1.42  0.038
H -3.62 1.54 -0.07  0.040
H -3.04 1.51 -1.65  0.103
H -2.51 0.45 -0.18  0.075
H -0.27 3.84 -0.53  0.019
H -1.39 3.51 -1.91  0.028
H 0.66 1.02 -1.50  0.082
H -2.29 2.26 1.87  0.075
H -1.04 3.29 1.79  0.106
H -0.89 1.44 1.47  0.049



Entry 5:
Here is a 2-piece molecular cluster, C19H25N3O4 overall in a non-equilibrium geometry from the Open Molecules 2025 dataset. Energies are from ωB97M-V/def2-TZVPD.

**HOMO energy**: -0.2998 hartree
**Kohn-Sham gap**: 0.2990 hartree

Each line ends with the Löwdin charge.
Cartesian coordinates (Å):
C -6.74 -2.27 1.09  0.047
C -5.24 -2.31 0.40  -0.507
O -4.50 -3.17 0.52  0.132
N -4.97 -1.25 -0.34  -0.135
C -5.70 -0.14 -0.60  -0.091
H -6.78 -0.12 0.01  0.171
C -5.03 1.02 0.43  0.027
N -3.63 1.26 -0.44  -0.107
C -2.91 2.40 0.07  -0.242
H -3.51 3.17 0.27  0.053
C -1.82 3.01 -0.80  -0.194
N -0.72 2.05 -0.90  -0.067
C 0.33 1.94 -0.05  -0.130
C 1.48 1.35 0.17  -0.107
C 1.62 0.24 -0.92  -0.226
O 0.69 0.00 -1.63  0.282
H 0.05 0.56 -1.60  -0.024
C 2.79 -0.69 -0.70  0.001
C 4.13 0.17 -0.19  -0.099
C 5.17 -0.81 0.07  -0.338
C 5.36 -2.04 0.51  -0.125
C 6.61 -2.34 0.46  -0.108
C 7.23 -1.35 -0.45  -0.072
O 6.25 -0.46 -0.55  0.023
H 8.19 -1.18 -1.22  0.181
H 7.31 -3.29 0.64  0.153
H 4.72 -2.74 1.22  0.176
C 3.64 0.71 1.23  -0.021
C 2.34 1.47 1.32  -0.423
O 2.32 2.35 2.09  0.106
H 3.32 -0.19 1.83  0.161
H 4.40 1.03 1.64  0.034
H 4.34 0.96 -0.72  0.102
H 2.55 -1.67 -0.23  0.138
H 3.01 -1.01 -1.80  0.154
H 0.32 3.14 0.84  0.209
H -2.15 2.79 -2.01  0.188
H -1.48 3.86 -0.30  0.071
H -2.41 2.22 1.17  0.176
C -3.02 0.11 -0.06  -0.266
C -3.60 -1.21 -0.69  -0.060
H -3.33 -2.03 -0.45  -0.005
H -3.83 -0.97 -1.89  0.203
H -1.97 -0.06 -0.58  0.148
H -2.89 -0.21 0.84  0.069
H -5.30 2.03 0.11  0.107
H -4.81 0.81 1.39  0.070
H -5.66 0.14 -1.47  0.026
H -6.93 -3.13 1.40  -0.037
H -7.67 -2.06 0.28  0.143
H -6.85 -1.42 1.69  0.036



Entry 6:
Here is a 10-piece molecular cluster, C24H75O31P7 overall in a non-equilibrium geometry from the Open Molecules 2025 dataset. Energies are from ωB97M-V/def2-TZVPD.

**HOMO energy**: -0.3573 hartree
**SMILES string**: COP(=O)(OC)OC.COP(=O)(OC)OC.COP(=O)(OC)OC.COP(=O)(OC)OC.COP(=O)(OC)OC.COP(=O)(OC)OC.COP(=O)(OC)OC.CO.CO.CO
**Kohn-Sham gap**: 0.3720 hartree

Each line ends with the Löwdin charge.
Cartesian coordinates (Å):
C 1.03 1.10 -3.02  -0.088
O 1.61 0.58 -4.19  -0.233
P 0.99 -0.73 -4.95  0.491
O -0.15 -1.41 -4.33  -0.221
O 0.60 -0.07 -6.42  -0.221
C 1.62 0.54 -7.17  -0.146
O 2.25 -1.68 -5.36  -0.205
C 3.15 -2.03 -4.35  -0.133
H 1.44 2.11 -2.97  0.082
H 1.34 0.51 -2.15  0.082
H -0.06 1.14 -3.06  0.077
H 2.55 0.80 -6.67  0.084
H 1.26 1.51 -7.50  0.080
H 1.93 0.01 -8.08  0.088
H 4.03 -2.14 -4.99  0.098
H 3.05 -3.05 -3.99  0.072
H 3.49 -1.36 -3.56  0.096
C -4.82 -5.13 0.46  -0.085
O -4.18 -3.85 0.61  -0.230
P -3.23 -3.14 -0.51  0.496
O -3.95 -2.27 -1.48  -0.254
O -2.03 -2.47 0.35  -0.216
C -1.39 -3.24 1.35  -0.120
O -2.40 -4.33 -1.28  -0.235
C -2.80 -4.68 -2.62  -0.104
H -5.90 -5.12 0.58  0.088
H -4.49 -5.69 1.34  0.087
H -4.48 -5.73 -0.38  0.081
H -0.36 -2.94 1.51  0.082
H -1.54 -4.32 1.36  0.097
H -1.90 -2.96 2.28  0.071
H -3.66 -4.13 -2.99  0.082
H -3.10 -5.73 -2.65  0.079
H -1.96 -4.70 -3.32  0.072
C -5.40 3.13 -4.30  -0.090
O -4.39 2.59 -3.47  -0.224
P -2.85 3.04 -3.59  0.409
O -2.54 4.43 -3.90  -0.226
O -2.16 1.95 -4.56  -0.219
C -2.01 2.32 -5.95  -0.093
O -2.25 2.49 -2.19  -0.223
C -2.88 1.32 -1.61  -0.090
H -6.25 2.46 -4.44  0.091
H -4.99 3.27 -5.31  0.081
H -5.74 4.09 -3.91  0.092
H -0.98 2.39 -6.29  0.077
H -2.52 3.24 -6.24  0.076
H -2.53 1.53 -6.50  0.093
H -3.71 1.52 -0.92  0.086
H -2.17 0.91 -0.89  0.072
H -3.23 0.52 -2.25  0.088
C 4.64 3.24 -0.46  -0.105
O 3.68 4.26 -0.28  -0.229
P 2.12 3.84 -0.03  0.499
O 1.95 2.44 0.50  -0.233
O 1.60 5.02 0.92  -0.222
C 2.09 5.09 2.30  -0.040
O 1.37 4.16 -1.42  -0.238
C 1.72 5.34 -2.08  -0.109
H 5.55 3.70 -0.84  0.092
H 4.38 2.43 -1.14  0.090
H 4.77 2.84 0.55  0.080
H 3.01 5.67 2.41  0.094
H 2.21 4.08 2.70  0.057
H 1.26 5.55 2.83  0.073
H 1.87 6.23 -1.47  0.098
H 0.85 5.34 -2.74  0.102
H 2.62 5.22 -2.69  0.090
C -2.63 2.88 2.88  -0.073
O -2.17 3.88 1.94  -0.227
P -1.94 5.42 2.34  0.444
O -1.16 5.60 3.61  -0.253
O -1.24 6.01 1.02  -0.205
C -1.65 5.56 -0.26  -0.101
O -3.38 6.12 2.29  -0.212
C -4.19 6.34 3.41  -0.120
H -1.91 2.06 2.91  0.071
H -3.63 2.52 2.66  0.076
H -2.60 3.29 3.89  0.082
H -2.61 5.03 -0.33  0.086
H -0.97 4.92 -0.82  0.071
H -1.81 6.49 -0.81  0.098
H -5.19 6.62 3.11  0.092
H -3.66 7.00 4.10  0.094
H -4.38 5.41 3.96  0.082
C 3.21 -5.89 6.16  -0.095
O 2.04 -5.05 6.21  -0.207
P 1.77 -3.93 5.07  0.409
O 0.93 -4.38 3.95  -0.234
O 3.25 -3.30 4.80  -0.233
C 3.50 -2.09 4.17  -0.098
O 1.08 -2.83 5.93  -0.191
C 0.15 -1.92 5.34  -0.107
H 3.75 -5.81 5.22  0.079
H 2.84 -6.88 6.41  0.088
H 3.91 -5.72 6.98  0.086
H 2.58 -1.51 4.06  0.068
H 4.00 -2.31 3.23  0.099
H 4.22 -1.58 4.81  0.098
H 0.44 -0.87 5.33  0.087
H -0.78 -2.04 5.89  0.095
H -0.02 -2.05 4.27  0.064
C 0.96 -5.12 -2.74  -0.118
O 1.57 -5.14 -1.49  -0.223
P 3.15 -4.84 -1.30  0.454
O 4.10 -5.60 -2.14  -0.235
O 3.11 -3.26 -1.63  -0.245
C 2.17 -2.36 -1.09  -0.110
O 3.26 -4.90 0.32  -0.223
C 3.92 -6.01 0.98  -0.079
H 0.38 -6.03 -2.94  0.093
H 1.72 -4.98 -3.51  0.083
H 0.24 -4.31 -2.91  0.076
H 2.62 -1.46 -0.69  0.081
H 1.49 -2.82 -0.38  0.082
H 1.42 -2.04 -1.83  0.078
H 3.25 -6.87 1.03  0.094
H 4.05 -5.62 1.99  0.075
H 4.95 -6.19 0.67  0.088
C 3.18 1.65 3.74  -0.112
O 4.34 1.58 4.65  -0.126
H 3.58 2.01 2.79  0.059
H 2.80 0.64 3.58  0.052
H 2.38 2.30 4.07  0.073
H 4.98 1.98 4.06  0.054
C -0.05 0.12 1.62  -0.155
O 1.16 -0.13 0.95  -0.137
H -0.63 -0.66 2.11  0.044
H 0.21 0.95 2.30  0.072
H -0.75 0.57 0.90  0.073
H 1.47 0.75 0.69  0.006
C -3.66 -0.55 3.13  -0.126
O -4.37 0.20 2.11  -0.129
H -4.23 -1.42 3.45  0.081
H -2.64 -0.81 2.85  0.047
H -3.56 0.06 4.04  0.071
H -5.29 0.31 2.38  0.074



Number 1: E -2227.4764 hartree. Number 2: E -592.7937 hartree. Number 3: E -363.9446 hartree. Number 4: E -942.4785 hartree. Number 5: E -1203.5688 hartree. Number 6: E -5681.8307 hartree.